No. 1
ORCA calculation (ωB97M-V with the def2-TZVPD basis set) on 2 unconnected molecules or ions with the total composition C18H14BCl2N2O6.

Last column: Mulliken charge in e.
Cartesian coordinates (Å):
Cl: -0.27 -3.22 4.94  -0.158
Cl: 0.66 -0.09 5.14  -0.125
O: -1.78 1.53 4.50  -0.633
O: -1.24 0.81 -0.33  -0.506
O: -2.81 -0.88 -1.87  -0.302
O: -0.28 -1.35 -0.89  -0.603
O: -0.73 -0.82 1.39  -0.176
O: -2.03 -3.45 2.56  -0.617
N: -5.35 -2.14 2.51  -0.578
N: -4.65 1.62 2.29  -0.622
C: 1.07 -0.88 -0.67  -0.893
C: 1.11 0.34 0.31  1.480
C: -0.80 -0.63 4.42  0.248
C: 0.54 -0.20 1.65  -0.709
C: 2.46 1.03 0.53  -2.258
C: -3.75 -1.60 -2.56  0.412
C: -3.76 0.94 2.64  -0.623
C: -2.91 -1.29 2.50  1.491
C: -2.77 0.00 2.99  0.674
C: -3.81 -2.21 -0.41  -0.504
C: -1.98 -2.33 3.03  0.225
C: -2.79 -1.25 -0.50  0.520
C: -3.82 -1.63 -4.02  -1.262
C: -4.48 -2.33 -1.65  -0.953
C: -4.24 -1.76 2.48  0.218
C: -1.05 -1.94 4.14  0.126
C: -1.79 0.40 4.01  0.399
C: 0.08 1.34 -0.29  -0.894
B: -1.21 -0.64 0.01  0.666
H: 2.36 1.93 1.15  0.398
H: -3.79 -0.64 -4.49  0.302
H: -4.74 -2.16 -4.29  0.324
H: -4.09 -2.84 0.41  0.436
H: 2.90 1.30 -0.43  0.455
H: -5.37 -2.92 -1.82  0.382
H: 1.43 -0.56 -1.66  0.376
H: -2.99 -2.21 -4.45  0.236
H: 0.36 1.58 -1.34  0.366
H: 0.03 2.29 0.27  0.333
H: 1.69 -1.73 -0.31  0.281
H: 3.17 0.39 1.06  0.416
H: 0.42 0.64 2.38  0.329
H: 1.22 -0.98 2.05  0.324

Values from the calculation:
- total charge = -1
- E_HOMO (eV) = -4.56
- energy above the lowest of the compared OMol25 structures with the same formula, charge and spin (eV) = 0.565
- orbital gap (eV) = 4.55

=====

No. 2
ORCA calculation (ωB97M-V with the def2-TZVPD basis set) on a molecular structure, C18H14Br2N4OPdS.

Last column: Mulliken charge in e.
Cartesian coordinates (Å):
Pd: 1.07 -0.01 0.17  -0.666
Br: 1.58 7.25 0.34  -0.205
Br: -2.93 3.98 -0.11  -0.102
S: -0.69 1.29 -0.71  0.900
O: -1.48 0.62 0.34  -0.637
N: -3.19 1.12 -1.55  -0.006
N: -0.31 -7.25 -0.07  -0.529
N: -1.90 2.51 -2.93  -0.318
N: 1.92 1.97 0.37  -0.437
C: -0.15 -6.11 -0.04  0.113
C: 0.29 -4.07 1.19  -0.624
C: 0.07 -4.72 -0.02  0.454
C: 0.07 -4.00 -1.21  -0.631
C: 0.87 5.48 0.27  -0.310
C: 3.78 3.29 1.07  -0.841
C: 3.20 2.08 0.78  -0.206
C: -0.49 5.33 0.05  -0.523
C: 1.16 3.07 0.23  0.666
C: 3.05 4.45 0.89  -0.506
C: -1.02 4.07 -0.12  -0.079
C: 1.71 4.37 0.47  1.014
C: 0.51 -2.70 1.20  -0.289
C: -0.21 2.92 -0.11  -0.046
C: -4.49 1.23 -2.16  -1.014
C: -2.12 1.84 -1.79  0.173
C: 0.28 -2.63 -1.19  -0.058
C: 0.52 -1.96 0.02  -0.103
H: -3.11 0.62 -0.66  0.217
H: 4.80 3.33 1.42  0.403
H: 3.75 1.14 0.87  0.395
H: -5.26 1.23 -1.39  0.332
H: 0.68 -2.20 2.16  0.386
H: -4.57 2.16 -2.72  0.360
H: -4.68 0.39 -2.83  0.324
H: -2.62 2.61 -3.63  0.185
H: -1.13 6.20 0.01  0.438
H: -1.10 3.12 -2.99  0.219
H: 3.49 5.41 1.10  0.369
H: -0.09 -4.51 -2.15  0.399
H: 0.29 -4.63 2.12  0.404
H: 0.28 -2.08 -2.13  0.379

Values from the calculation:
- E_HOMO (spin up / spin down) (eV) = -5.83 / -5.86
- orbital gap (spin up / spin down) (eV) = 4.36 / 4.41

=====

No. 3
ORCA calculation (ωB97M-V with the def2-TZVPD basis set) on a molecular structure, C18H14BrF3N2O4PdSe.

Last column: Mulliken charge in e.
Cartesian coordinates (Å):
Pd: 0.17 -0.27 -0.43  0.491
Br: -0.19 -1.43 2.64  -0.156
Se: 2.44 0.66 -0.17  -0.801
F: -3.63 -3.17 0.66  -0.278
F: -4.15 -3.74 -1.36  -0.281
F: -4.43 -1.70 -0.72  -0.210
O: -1.59 -3.20 -1.83  -0.710
O: -0.82 1.57 -1.23  -0.816
O: -3.15 1.29 -1.94  -0.768
O: -1.72 -1.38 -0.49  -0.643
N: -0.34 2.59 0.88  -0.190
N: -0.47 1.49 1.66  -0.175
C: 0.80 2.52 5.40  -0.453
C: 0.92 0.11 4.69  -0.906
C: 2.83 2.11 7.24  -0.433
C: 0.40 1.36 2.59  -0.464
C: -2.63 2.60 0.00  0.215
C: 1.25 3.57 6.19  -0.561
C: -3.11 3.30 1.09  -0.471
C: 0.42 0.19 3.45  0.190
C: -4.48 3.40 1.36  -0.662
C: -5.38 2.77 0.51  -0.331
C: -3.55 1.97 -0.86  0.276
C: -1.14 2.57 -0.35  0.427
C: 1.37 1.25 5.49  0.645
C: 2.27 3.37 7.11  -0.394
C: -2.13 -2.41 -1.06  0.431
C: 2.38 1.06 6.44  -0.440
C: -3.59 -2.75 -0.63  0.755
C: -4.92 2.06 -0.59  -0.559
H: 0.79 4.54 6.09  0.365
H: -6.44 2.82 0.71  0.330
H: 1.21 2.07 2.73  0.562
H: -0.89 3.55 -0.80  0.084
H: -5.61 1.55 -1.25  0.394
H: 2.83 0.08 6.54  0.358
H: -4.82 3.94 2.23  0.365
H: 0.63 2.81 0.69  0.365
H: -0.01 2.68 4.70  0.631
H: 2.61 4.19 7.73  0.353
H: -2.39 3.77 1.75  0.365
H: 3.62 1.94 7.95  0.341
H: 1.02 -0.87 5.14  0.326
H: -2.11 1.25 -1.83  0.428

Values from the calculation:
- total charge = -2
- E_HOMO (spin up / spin down) (eV) = -0.85 / -0.93
- energy above the lowest of the compared OMol25 structures with the same formula, charge and spin (eV) = 0.000
- orbital gap (spin up / spin down) (eV) = 5.05 / 5.13

=====

No. 4
ORCA calculation (ωB97M-V with the def2-TZVPD basis set) on a molecular structure, C18H15AuBrN4O5S.

Last column: Mulliken spin population.
Cartesian coordinates (Å):
Au: 0.12 0.72 -0.24  0.503
Br: 2.21 3.44 -1.54  0.004
S: -1.21 2.70 -0.53  0.205
O: 0.89 -1.31 -0.01  0.094
O: 1.00 2.29 1.46  0.015
O: 0.20 -5.99 -1.90  0.000
O: -3.62 -4.53 -1.76  0.001
O: 2.72 -2.53 0.37  0.007
N: 0.33 3.40 1.59  0.000
N: -1.39 -4.43 -1.51  0.000
N: 2.37 0.85 -0.60  0.048
N: -1.81 -0.42 -0.34  0.114
C: -1.75 -1.61 -0.92  -0.005
C: 4.38 -0.30 0.00  0.001
C: 0.07 5.43 2.81  0.000
C: 2.15 -1.48 0.09  -0.003
C: -3.84 -2.25 0.01  -0.006
C: 3.10 1.93 -0.86  0.002
C: -1.17 -5.75 -2.06  0.000
C: 4.47 1.98 -0.70  0.000
C: -1.13 5.68 2.15  0.001
C: -0.77 3.68 0.83  0.006
C: -2.73 -2.57 -0.76  0.012
C: 3.01 -0.26 -0.18  0.006
C: -2.63 -3.93 -1.39  0.001
C: 5.12 0.84 -0.25  0.002
C: -2.88 -0.11 0.40  -0.004
C: 0.78 4.29 2.51  0.000
C: -3.92 -1.00 0.59  0.009
C: -1.53 4.81 1.16  -0.012
H: -4.62 -3.00 0.14  0.000
H: 5.01 2.89 -0.92  -0.001
H: 4.82 -1.23 0.33  0.001
H: -0.58 -3.98 -1.09  -0.001
H: 1.70 4.01 2.98  0.000
H: 0.46 6.11 3.56  0.000
H: 6.19 0.85 -0.11  0.000
H: -1.47 -5.76 -3.11  0.000
H: 0.40 -6.88 -2.19  0.000
H: -4.76 -0.72 1.20  0.001
H: -1.73 6.54 2.40  0.000
H: -2.89 0.88 0.83  0.002
H: -0.87 -1.80 -1.52  0.000
H: -1.79 -6.47 -1.52  0.000
H: -2.43 4.98 0.60  -0.001

Values from the calculation:
- E_HOMO (spin up / spin down) (eV) = -7.80 / -7.84
- energy above the lowest of the compared OMol25 structures with the same formula, charge and spin (eV) = 0.603
- spin multiplicity = 2
- orbital gap (spin up / spin down) (eV) = 7.97 / 6.84
- ⟨S²⟩ = 0.754

=====

No. 5
ORCA calculation (ωB97M-V with the def2-TZVPD basis set) on a molecular structure, C18H15AuIN5S.

Last column: Mulliken charge in e.
Cartesian coordinates (Å):
Au: -1.04 -1.09 -0.06  1.024
I: -2.57 -3.05 -2.54  0.269
S: -3.21 -0.78 0.54  -0.391
N: 1.01 -0.83 -0.37  -0.615
N: -2.07 1.67 0.09  -1.087
N: -0.96 0.90 -0.06  0.317
N: -4.33 1.60 0.39  -0.377
N: -1.09 -3.14 0.04  -0.263
C: 1.10 5.53 0.57  -0.432
C: 1.46 3.22 1.09  -0.257
C: 1.92 -1.76 -0.68  0.067
C: 0.23 1.43 -0.06  0.927
C: 1.34 0.48 -0.34  0.673
C: -1.01 -5.88 0.29  -0.266
C: 0.49 2.86 0.15  0.015
C: -0.39 -5.07 1.24  -0.680
C: -3.16 0.98 0.29  0.742
C: 3.23 -1.42 -0.96  -0.822
C: -0.18 3.84 -0.57  -0.163
C: -1.69 -3.91 -0.88  0.220
C: 0.14 5.17 -0.38  -0.757
C: -1.66 -5.29 -0.77  -0.520
C: 2.63 0.88 -0.63  -0.519
C: 1.75 4.55 1.31  -0.814
C: 3.58 -0.08 -0.94  -0.556
C: -0.45 -3.71 1.09  -0.077
H: -0.92 3.57 -1.31  0.486
H: 1.33 6.57 0.73  0.425
H: -0.01 -3.04 1.81  0.453
H: -2.15 -5.89 -1.53  0.426
H: 2.48 4.83 2.06  0.424
H: -4.37 2.60 0.31  0.246
H: 2.87 1.94 -0.64  0.525
H: 1.96 2.46 1.68  0.542
H: 0.13 -5.49 2.10  0.461
H: 1.58 -2.78 -0.72  0.410
H: -5.18 1.10 0.61  0.193
H: -0.35 5.94 -0.96  0.415
H: -0.98 -6.96 0.38  0.427
H: 3.94 -2.19 -1.20  0.429
H: 4.60 0.22 -1.17  0.478

Values from the calculation:
- total charge = +2
- E_HOMO (eV) = -14.51
- energy above the lowest of the compared OMol25 structures with the same formula, charge and spin (eV) = 0.000
- orbital gap (eV) = 6.78

=====

No. 6
ORCA calculation (ωB97M-V with the def2-TZVPD basis set) on a single C18H15B3O3 molecule.

Last column: Mulliken charge in e.
Cartesian coordinates (Å):
O: 0.05 0.04 -1.32  -0.317
O: -0.38 1.26 0.72  -0.613
O: 1.00 -0.74 0.75  -0.511
C: -2.79 2.50 -0.75  -0.575
C: 0.85 0.69 2.92  0.586
C: -2.40 2.64 -3.49  -0.634
C: 1.26 0.56 5.59  -0.400
C: 0.69 1.82 3.68  -0.696
C: 1.06 -2.08 -2.73  -0.454
C: -3.65 3.25 -1.53  -0.398
C: 1.96 -4.41 -1.55  -0.502
C: 1.70 -4.32 -2.91  -0.332
C: 1.25 -2.15 -1.37  0.673
C: -3.47 3.28 -2.90  -0.423
C: 1.22 -0.52 3.48  -0.322
C: 1.21 -3.17 -3.51  -0.643
C: -1.77 1.81 -1.36  0.601
C: -1.60 1.87 -2.72  -0.494
C: 1.36 -0.60 4.84  -0.678
C: 1.72 -3.30 -0.75  -0.487
C: 0.95 1.77 5.02  -0.487
B: 0.79 -0.87 -0.61  0.438
B: 0.51 0.40 1.41  0.773
B: -0.68 1.02 -0.62  0.593
H: -0.73 1.38 -3.10  0.297
H: 1.46 0.52 6.64  0.368
H: 0.66 -1.17 -3.17  0.251
H: -2.21 2.77 -4.54  0.406
H: 0.82 2.63 5.65  0.389
H: -4.43 3.84 -1.07  0.363
H: 1.21 -1.40 2.84  0.300
H: 0.51 2.75 3.21  0.423
H: -2.84 2.53 0.32  0.401
H: 1.85 -3.32 0.31  0.309
H: 1.13 -3.12 -4.60  0.353
H: 1.63 -1.53 5.28  0.425
H: 1.91 -5.23 -3.49  0.329
H: -4.11 3.94 -3.48  0.334
H: 2.31 -5.33 -1.07  0.355

Values from the calculation:
- E_HOMO (eV) = -9.37
- energy above the lowest of the compared OMol25 structures with the same formula, charge and spin (eV) = 0.266
- orbital gap (eV) = 9.89